Density functional theory data (ωB97M-V/def2-TZVPD) for C5H8O2 in the gas phase.

Each line ends with the natural charge from an NBO analysis.
CARTESIAN COORDINATES (ANGSTROEM)
C  -0.31598  1.46408  -0.99780  -0.6054
C  0.49036  0.48625  -0.14759  0.0484
O  1.84549  0.88651  -0.05103  -0.7123
C  -0.05364  0.25067  1.17524  0.0215
O  -0.69923  -1.63654  1.18376  -0.6698
C  0.45725  -0.93084  -0.79415  -0.2424
C  -0.15085  -1.89592  -0.14293  -0.1074
H  -0.21520  2.48890  -0.62230  0.2130
H  -1.37614  1.18968  -1.01362  0.2048
H  0.06005  1.42079  -2.02300  0.2320
H  2.28721  0.35550  -0.73416  0.4880
H  -1.04411  0.61001  1.44686  0.1992
H  0.63288  0.02272  1.98569  0.2282
H  -1.66343  -1.77183  1.16417  0.4904
H  -0.25467  -2.93998  -0.42914  0.2116

Summary:
HOMO-LUMO gap (spin up / spin down): 7.76 / 7.76 eV
E_tot: -345.6074 Eh

=====

Density functional theory data (ωB97M-V/def2-TZVPD) for a molecular structure, C36H33N5NaO9PS.

Each line ends with the natural charge from an NBO analysis.
CARTESIAN COORDINATES (ANGSTROEM)
Na  -0.09361  0.21328  -0.09664  0.8123
O  -3.82944  -1.77922  5.71202  -0.7625
C  -2.87041  -2.42823  5.24344  0.7341
O  -2.39824  -3.52688  5.60816  -0.7650
C  -2.22271  -1.82588  3.98549  -0.0667
C  -2.70214  -0.65762  3.41188  -0.2303
C  -2.08475  -0.14939  2.27834  0.2483
N  -1.03804  -0.74705  1.71401  -0.4471
C  -0.56401  -1.86497  2.25815  0.1511
C  -1.12720  -2.43419  3.38915  -0.2175
C  0.63632  -2.45422  1.55604  0.1989
C  1.10313  -3.72753  1.86508  -0.2444
C  2.21212  -4.21477  1.19774  -0.1782
C  2.82749  -3.42591  0.23972  -0.2667
C  2.28996  -2.17431  -0.01095  0.0787
N  1.22746  -1.68932  0.62485  -0.4178
C  -2.52460  1.12662  1.60103  0.1906
C  -3.50460  1.93928  2.16068  -0.2379
C  -3.84421  3.11951  1.52900  -0.1714
C  -3.20949  3.46205  0.34805  -0.2623
C  -2.26378  2.58500  -0.14930  0.0917
N  -1.92187  1.44533  0.44599  -0.4457
H  -3.55258  -0.18951  3.88709  0.2338
H  -0.75446  -3.33807  3.84993  0.2344
H  0.59884  -4.32381  2.61237  0.2198
H  2.58777  -5.20633  1.42146  0.1999
H  3.69147  -3.76993  -0.31374  0.2029
H  2.72267  -1.52626  -0.76731  0.1911
H  -3.98552  1.65293  3.08499  0.2175
H  -4.59885  3.76698  1.95976  0.1980
H  -3.43898  4.37795  -0.17956  0.2009
H  -1.76455  2.79818  -1.08991  0.1846
C  2.43030  4.00804  -2.43274  -0.6117
C  1.85677  2.90503  -1.54509  -0.7195
P  1.33017  1.33008  -2.36122  0.8439
C  0.41276  2.02178  -3.80952  -0.7099
C  -0.47204  1.00123  -4.53222  -0.6174
C  2.92491  0.84842  -3.14312  -0.7111
C  2.84639  -0.45196  -3.95222  -0.6280
H  2.63809  4.90668  -1.84521  0.2038
H  1.73979  4.29477  -3.22874  0.1942
H  3.36766  3.70697  -2.90756  0.1902
H  0.99800  3.27292  -0.97460  0.2540
H  2.57261  2.60594  -0.77497  0.2404
H  1.12931  2.47958  -4.49964  0.1935
H  -0.21468  2.83213  -3.42366  0.2178
H  0.10876  0.15011  -4.89530  0.1993
H  -0.97554  1.45576  -5.39068  0.1888
H  -1.24153  0.61949  -3.86144  0.2459
H  3.63500  0.73110  -2.31797  0.2202
H  3.29493  1.66960  -3.76262  0.1950
H  2.20539  -1.19443  -3.47240  0.2558
H  3.83774  -0.89371  -4.08810  0.1913
H  2.43608  -0.26749  -4.94835  0.1918
O  0.38880  -2.32666  -2.52583  -0.6662
C  -0.78796  -2.02109  -2.37612  0.6393
N  -1.26950  -1.00861  -1.59565  -0.9387
S  -2.87706  -0.89385  -1.69644  2.2967
O  -3.26844  0.32926  -2.36846  -0.9763
O  -3.54755  -1.20419  -0.45943  -0.9471
C  -3.11503  -2.23745  -2.82342  -0.2229
C  -4.27556  -2.72368  -3.39936  -0.2175
C  -4.14708  -3.78792  -4.28459  -0.2186
C  -2.89316  -4.33190  -4.57805  -0.2264
C  -1.74341  -3.81813  -3.98956  -0.1764
C  -1.88168  -2.76391  -3.10805  -0.1414
H  -5.24227  -2.29666  -3.16493  0.2226
H  -5.03163  -4.20176  -4.75432  0.1998
H  -2.81860  -5.16091  -5.27153  0.1989
H  -0.75756  -4.21493  -4.19761  0.2261
O  0.51671  3.38002  1.67664  -0.7425
C  1.30997  2.43087  1.79742  0.7590
O  1.35648  1.34175  1.17772  -0.7836
C  2.44595  2.62918  2.81160  -0.1331
C  2.54017  3.80026  3.55109  -0.1564
C  3.58066  3.99811  4.45298  -0.2327
C  4.55029  3.02369  4.62451  -0.2220
C  4.43678  1.87015  3.87449  -0.0120
C  3.41269  1.64306  2.98003  -0.1168
N  5.49454  0.82031  4.03796  0.5384
O  5.41821  -0.17353  3.34944  -0.3737
O  6.33436  0.99829  4.90424  -0.4189
H  1.76851  4.54340  3.39497  0.2402
H  3.63990  4.91511  5.02651  0.2011
H  5.37337  3.14545  5.31285  0.2325
H  3.33907  0.72923  2.40725  0.2651

Summary:
Total charge: -2
HOMO-LUMO gap: 6.87 eV
E_tot: -3244.5965 Eh

=====

Density functional theory data (ωB97M-V/def2-TZVPD) for C2H2NO2P in the gas phase.

Each line ends with the natural charge from an NBO analysis.
CARTESIAN COORDINATES (ANGSTROEM)
O  -0.08432  1.46231  0.06975  -0.5013
C  0.88012  0.72325  -0.03683  0.3492
C  0.70921  -0.74991  0.04790  0.0353
N  -0.51253  -1.10492  0.06232  -0.7090
P  -1.83101  -0.21269  0.44688  1.5171
O  -2.73964  -0.09092  -0.62136  -1.0390
H  1.92675  1.25878  -0.01524  0.1499
H  1.65144  -1.28590  0.04658  0.1979

Summary:
Structure (SMILES): O=C/C=N\P=O
HOMO-LUMO gap: 7.96 eV
E_tot: -623.9641 Eh

=====

Density functional theory data (ωB97M-V/def2-TZVPD) for 8 unconnected molecules or ions with the total composition C27H63BN7O15PS.

Each line ends with the Mulliken charge.
CARTESIAN COORDINATES (ANGSTROEM)
O  2.95856  -1.09960  -1.78835  -0.7218
P  2.42976  -1.96686  -2.83826  0.8898
O  1.37619  -3.03860  -2.33878  -0.1001
O  3.64597  -2.81767  -3.48413  -0.4812
C  1.71183  -1.09834  -4.24321  -1.4406
C  0.36860  -0.37794  -4.01953  0.5162
C  0.54318  0.97812  -3.27432  -1.0897
S  -0.35283  1.11855  -1.73147  1.0436
O  0.28026  0.24055  -0.80191  -0.4101
O  -0.49927  2.48753  -1.36312  -0.6577
O  -1.80259  0.53941  -2.03080  -0.4387
C  -1.91911  -0.21069  -3.25753  -1.1655
C  -0.75307  -1.20618  -3.39306  0.3052
C  -1.18940  -2.37815  -4.28739  -1.3790
B  -1.76395  -3.62508  -3.50546  0.8940
O  -2.34999  -3.56892  -2.26774  -0.6182
O  -1.68101  -4.85149  -4.10603  -0.5914
H  1.43024  -3.08417  -1.36131  0.1097
H  3.30859  -3.32726  -4.23290  0.2779
H  1.63135  -1.77896  -5.09460  0.6000
H  2.48225  -0.37138  -4.51020  0.5159
H  -0.00649  -0.12760  -5.01621  0.1044
H  1.57880  1.19638  -3.02225  0.5141
H  0.17219  1.79195  -3.89924  0.4099
H  -1.87898  0.45223  -4.11667  0.7478
H  -2.89508  -0.68984  -3.29272  0.5644
H  -0.49935  -1.53168  -2.38461  0.5485
H  -0.38850  -2.71856  -4.94512  0.1233
H  -1.97711  -2.00523  -4.95594  0.3623
H  -2.50697  -2.67212  -1.96193  0.3301
H  -2.07199  -5.52217  -3.53486  0.2925
C  1.02413  5.19585  2.65890  -0.6375
N  0.39859  6.25126  1.87882  -0.1282
C  -0.59167  6.12384  0.94736  0.6909
C  -1.14939  4.73551  0.73472  -0.9829
O  -0.99614  7.09639  0.33247  -0.6767
H  0.88630  5.37392  3.72767  0.0517
H  2.09552  5.16770  2.45147  0.3671
H  0.59655  4.23295  2.41025  0.2368
H  0.71976  7.19700  2.00861  0.2051
H  -1.91559  4.77284  -0.03278  0.2605
H  -0.37434  4.04519  0.41388  0.2997
H  -1.59164  4.36857  1.66292  0.3688
C  5.86304  -3.98383  -1.44238  -0.7938
N  5.33386  -5.24193  -0.94349  -0.1100
C  5.78238  -6.01309  0.07708  0.8302
C  6.99565  -5.52996  0.83462  -1.3721
O  5.20988  -7.05613  0.36534  -0.6237
H  5.10426  -3.20693  -1.36310  0.1740
H  6.13675  -4.09267  -2.49217  0.2526
H  6.74110  -3.67896  -0.88253  0.3664
H  4.51861  -5.61848  -1.40257  0.2134
H  7.22119  -6.25172  1.61336  0.3283
H  7.85672  -5.44116  0.17163  0.3713
H  6.80500  -4.55903  1.29286  0.3521
C  -1.85602  1.63689  -9.24581  -0.9275
N  -1.96223  1.27375  -7.84526  -0.0853
C  -3.08304  1.01148  -7.12930  0.8507
C  -4.40669  1.09922  -7.84843  -1.5268
O  -3.01612  0.71756  -5.94244  -0.5266
H  -1.25591  0.90265  -9.78491  0.2991
H  -1.38364  2.61438  -9.35045  0.3074
H  -2.83885  1.67933  -9.70199  0.3468
H  -1.11134  1.20386  -7.31003  0.1441
H  -5.19520  0.86469  -7.14060  0.2923
H  -4.56913  2.10382  -8.23985  0.3936
H  -4.44768  0.38839  -8.67437  0.4052
C  2.07634  -7.39394  0.83200  -0.9728
N  1.81148  -5.97832  0.63977  -0.0823
C  0.64571  -5.37037  0.33598  0.8825
C  -0.57636  -6.23998  0.16555  -1.4909
O  0.58091  -4.15062  0.20826  -0.6691
H  2.46341  -7.56724  1.83584  0.2887
H  2.83170  -7.72257  0.12117  0.3030
H  1.17441  -7.98284  0.69860  0.4014
H  2.58923  -5.34361  0.74548  0.2004
H  -1.41909  -5.59781  -0.07413  0.2454
H  -0.42954  -6.95495  -0.64490  0.4072
H  -0.79345  -6.78918  1.08203  0.4210
C  -1.11987  5.17395  5.58999  -0.8066
N  0.21408  5.42353  6.11666  -0.1473
C  1.12574  4.51605  6.56357  0.7994
C  0.72699  3.05897  6.49783  -1.1905
O  2.21821  4.87932  6.96997  -0.6824
H  -1.17364  5.53062  4.55728  0.2166
H  -1.86228  5.70407  6.17986  0.3686
H  -1.35796  4.11855  5.61034  0.2535
H  0.53679  6.37705  6.15669  0.2069
H  1.54809  2.44572  6.85236  0.3317
H  -0.15360  2.87001  7.11348  0.3851
H  0.50480  2.77102  5.47010  0.2734
C  1.19617  -1.17516  2.20439  -0.7462
N  1.24385  -0.81977  3.61117  -0.0465
C  2.10760  0.02825  4.22446  0.7481
C  3.16995  0.67013  3.36090  -1.2444
O  2.01846  0.27380  5.41687  -0.6609
H  0.23385  -0.89732  1.77469  0.2602
H  1.33440  -2.24868  2.06527  0.2301
H  1.97262  -0.65427  1.65452  0.2208
H  0.56267  -1.22524  4.23319  0.2281
H  3.76959  1.32154  3.98970  0.3017
H  3.81524  -0.08524  2.91129  0.3872
H  2.71775  1.26055  2.56293  0.3107
C  -7.31182  4.87444  4.92699  -0.8379
N  -6.00354  5.15457  5.48306  -0.1647
C  -5.09675  4.27667  5.98736  0.7815
C  -5.46919  2.81209  5.98351  -1.3177
O  -4.02590  4.66803  6.42198  -0.6173
H  -7.36638  5.20967  3.88995  0.2833
H  -8.08769  5.38883  5.49651  0.2908
H  -7.51576  3.80938  4.95414  0.3129
H  -5.69539  6.11370  5.51389  0.2276
H  -4.64585  2.25133  6.41465  0.2781
H  -6.36673  2.63750  6.57787  0.3801
H  -5.64607  2.45838  4.96712  0.3786

Summary:
Structure (SMILES): O=P(O)(O)C[C@@H]1CS(=O)(=O)OC[C@H]1CB(O)O.CNC(C)=O.CNC(C)=O.CNC(C)=O.CNC(C)=O.CNC(C)=O.CNC(C)=O.CNC(C)=O
HOMO-LUMO gap: 8.56 eV
E_tot: -3343.2010 Eh